# 1
DFT (ωB97M-V with the def2-TZVPD basis set) results for a cluster of 2 separate species, H4O2 in total in a non-equilibrium geometry.

Last column: Löwdin charge in e.
Atoms and positions in Å:
O  -1.4511  0.2748  0.7805  -0.058
H  -2.1546  0.2747  1.3720  -0.016
H  -0.7679  -0.1019  1.4212  0.073
O  1.4578  -0.2420  -1.0011  -0.076
H  1.5767  0.6092  -0.5284  0.051
H  1.2924  -1.0441  -0.5000  0.026

Calculated values
**Structure (SMILES)**: O.O
**Net charge**: 0
**ΔE to the lowest compared entry with this formula, charge and spin**: 12.3 kcal/mol

=====

# 2
DFT (ωB97M-V with the def2-TZVPD basis set) results for a cluster of 5 separate species, C2H13O4S in total in a non-equilibrium geometry.

Last column: Löwdin charge in e.
Atoms and positions in Å:
C  -1.4606  0.2166  -1.1773  -0.203
C  -0.1970  0.4654  -2.0319  -0.800
S  1.4340  0.3195  -1.3057  0.310
H  -1.7115  0.9668  -0.4815  0.018
H  -1.3296  -0.7228  -0.4781  0.076
H  -2.4070  -0.1358  -1.6966  0.064
H  -0.2065  1.5517  -2.2106  0.010
H  -0.2559  0.0145  -3.0331  0.029
H  -0.9511  -4.1043  -1.9259  -0.024
H  -1.1995  -2.8983  -1.1019  0.027
O  -1.5241  -3.7875  -1.3003  -0.029
H  -2.2627  2.4821  3.3705  0.076
H  -0.7764  2.4654  3.8674  0.027
O  -1.4935  3.0895  3.6517  -0.117
H  0.9179  1.1156  0.7012  -0.108
H  0.2834  2.3493  1.1696  0.002
O  0.6372  1.5452  1.5512  -0.155
H  2.0744  -1.7429  1.7516  -0.031
H  1.9079  -1.4520  0.3509  -0.057
O  1.4951  -1.9839  1.0802  -0.113

Calculated values
**Net charge**: -1
**ΔE to the lowest compared entry with this formula, charge and spin**: 36.3 kcal/mol

=====

# 3
DFT (ωB97M-V with the def2-TZVPD basis set) results for the ion C3H11BNO2 with charge +1 in a non-equilibrium geometry.

Last column: Löwdin charge in e.
Atoms and positions in Å:
C  2.7929  -0.4225  -0.0853  -0.037
C  1.6595  0.5650  0.0652  -0.194
N  0.3815  -0.1007  -0.2217  0.053
C  -0.9492  0.8379  0.0769  0.086
B  -2.2916  -0.0556  -0.0778  -0.611
O  -3.5153  0.6159  -0.1271  0.207
O  -2.1636  -1.3562  0.0722  0.224
H  3.0454  -0.7855  -1.0172  0.058
H  3.6892  -0.0870  0.2339  0.046
H  2.5305  -1.4149  0.5380  0.147
H  1.6738  1.4284  -0.6278  0.154
H  1.5216  0.9825  0.9797  0.095
H  0.4767  -0.3883  -1.1696  0.153
H  0.2111  -1.0688  0.2504  0.206
H  -1.0082  1.2531  1.0495  0.113
H  -0.9600  1.7627  -0.4263  0.104
H  -4.2757  0.2496  0.1845  0.058
H  -2.8184  -2.0156  0.3026  0.140

Calculated values
**Structure (SMILES)**: CC[NH2+]CB(O)O
**Net charge**: +1
**ΔE to the lowest compared entry with this formula, charge and spin**: 34.3 kcal/mol

=====

In the order shown, the computed HOMO-LUMO gap values come out to 11.9729; 6.6230; 12.6235 eV.